Record 1
ORCA calculation (ωB97M-V/def2-TZVPD) on a cluster of 2 separate species, C7H9N in total at a distorted geometry.

```
17
Properties=species:S:1:pos:R:3
C -0.259 -0.518 0.716
C 0.385 0.717 1.080
C -2.335 1.690 1.228
C -0.286 0.178 2.041
C -0.515 -1.560 -0.089
C 1.055 1.910 0.483
C 0.075 -1.652 -1.467
N -2.544 1.388 0.114
H -0.737 -0.047 3.087
H -1.004 -2.476 0.363
H 1.842 2.191 1.141
H 0.229 2.645 0.435
H 1.473 1.747 -0.473
H -0.570 -1.298 -2.238
H 0.366 -2.717 -1.590
H 0.949 -0.949 -1.636
H -2.540 0.732 -0.676
```

Results
- E_HOMO: -7.8055 eV
- LUMO: 1.1 eV
- Relative energy (zero: lowest compared OMol25 entry of this formula, charge and spin): 518.4 kJ/mol
- Orbital gap: 8.856 eV
- F_max: 4.14 eV/A


Record 2
ORCA calculation (ωB97M-V/def2-TZVPD) on the molecule C7H9N at a distorted geometry.

```
17
Properties=species:S:1:pos:R:3
C -2.631 0.303 -0.337
C -1.673 -0.518 -1.006
N -0.541 -0.993 0.049
C -0.112 0.457 0.167
C -1.306 1.028 -0.487
C 2.311 -1.025 1.221
C 2.245 0.083 0.121
C 1.129 0.964 0.103
H -3.403 0.900 -0.340
H -1.319 -0.697 -2.006
H -1.104 -1.180 0.875
H -1.301 1.945 -1.117
H 1.751 -1.853 0.797
H 3.314 -1.429 1.466
H 1.755 -0.624 2.025
H 3.033 0.093 -0.611
H 1.286 2.037 -0.126
```

Results
- E_HOMO: -6.1751 eV
- LUMO: -0.9 eV
- Relative energy (zero: lowest compared OMol25 entry of this formula, charge and spin): 821.3 kJ/mol
- Orbital gap: 5.251 eV
- F_max: 6.70 eV/A


Record 3
ORCA calculation (ωB97M-V/def2-TZVPD) on a cluster of 2 separate species, C7H9N in total at a distorted geometry.

```
17
Properties=species:S:1:pos:R:3
C 1.004 -0.126 1.439
C 0.643 1.104 0.783
C 0.676 1.386 -0.586
N 0.872 0.265 -1.460
C 1.163 -0.953 -0.837
C 1.064 -1.204 0.583
H 1.348 -0.407 2.547
H 0.463 2.026 1.453
H 0.376 2.287 -1.049
H 1.813 -1.707 -1.564
H 1.232 -2.222 0.797
C -2.486 -0.887 -0.214
C -2.422 0.464 0.157
H -2.130 -1.261 -1.231
H -2.550 -1.443 0.611
H -1.931 1.389 -0.481
H -2.579 0.771 1.187
```

Results
- E_HOMO: -9.2508 eV
- LUMO: 0.6 eV
- SMILES: c1ccncc1.C=C
- Relative energy (zero: lowest compared OMol25 entry of this formula, charge and spin): 400.9 kJ/mol
- Orbital gap: 9.890 eV
- F_max: 6.91 eV/A


Record 4
ORCA calculation (ωB97M-V/def2-TZVPD) on the ion C7H9N2 with charge +1 at a distorted geometry.

```
18
Properties=species:S:1:pos:R:3
C 0.582 0.388 -1.314
C 1.095 -0.929 -1.272
C 1.454 -0.967 1.036
C -0.134 1.046 -0.461
C -0.806 -0.594 0.685
C -1.703 -1.432 0.157
C -0.529 2.397 -0.079
N 1.627 -1.306 -0.184
N 0.226 -0.761 1.596
H 0.754 1.034 -2.210
H 1.017 -1.695 -2.053
H 2.346 -0.908 1.542
H -1.773 -2.383 0.618
H -2.338 -1.171 -0.688
H -0.453 2.942 -0.998
H 0.119 2.806 0.659
H -1.433 2.333 0.446
H -0.052 -0.801 2.518
```

Results
- E_HOMO (spin up / spin down): -10.9093 / -14.3921 eV
- 2S+1: 3
- LUMO (spin up / spin down): -3.9 / -7.3 eV
- Relative energy (zero: lowest compared OMol25 entry of this formula, charge and spin): 391.2 kJ/mol
- Orbital gap (spin up / spin down): 6.998 / 7.042 eV
- F_max: 4.74 eV/A
- Charge: +1


Record 5
ORCA calculation (ωB97M-V/def2-TZVPD) on a structure of composition C7H9N2O3 at a distorted geometry.

```
21
Properties=species:S:1:pos:R:3
C -0.579 -1.628 0.190
C -0.813 -0.816 -1.082
C -2.017 -1.179 0.373
C -0.229 0.450 -1.195
C 0.850 0.121 0.986
C -0.290 1.387 -2.288
C 1.655 0.792 1.995
N 0.474 -1.138 1.098
N 0.506 0.840 -0.091
O 1.144 -2.027 1.771
O -3.020 -1.881 0.164
O 0.876 2.183 -0.064
H -0.461 -2.719 0.171
H -0.849 -1.509 -1.917
H -2.193 -0.048 0.586
H 0.549 1.110 -2.850
H -0.137 2.290 -1.814
H -1.251 1.014 -2.802
H 1.502 0.244 2.952
H 1.487 1.866 2.047
H 2.796 0.647 1.770
```

Results
- E_HOMO (spin up / spin down): -2.8737 / -2.8744 eV
- LUMO (spin up / spin down): 3.8 / 3.8 eV
- Relative energy (zero: lowest compared OMol25 entry of this formula, charge and spin): 517.9 kJ/mol
- Orbital gap (spin up / spin down): 6.685 / 6.686 eV
- F_max: 4.90 eV/A
- Charge: -1


Record 6
ORCA calculation (ωB97M-V/def2-TZVPD) on the molecule C7H9N2OP.

```
20
Properties=species:S:1:pos:R:3
C -2.376 -1.251 1.461
C -2.137 -0.902 0.343
C -1.764 -0.385 -0.956
C -1.329 1.072 -0.811
P -0.077 1.368 0.490
O 0.444 2.731 0.488
N 1.150 0.215 0.261
C 2.393 0.514 -0.252
C 3.079 -0.658 -0.294
N 2.298 -1.672 0.179
C 1.167 -1.134 0.503
H -2.639 -1.584 2.421
H -0.950 -0.989 -1.366
H -2.616 -0.455 -1.639
H -0.901 1.464 -1.739
H -2.179 1.705 -0.544
H -0.617 0.942 1.693
H 2.653 1.518 -0.520
H 4.078 -0.849 -0.628
H 0.323 -1.651 0.912
```

Results
- E_HOMO: -9.1690 eV
- LUMO: 0.8 eV
- SMILES: C#CCC[P@H](=O)n1ccnc1
- Relative energy (zero: lowest compared OMol25 entry of this formula, charge and spin): 42.8 kJ/mol
- Orbital gap: 9.920 eV
- F_max: 0.79 eV/A


Record 7
ORCA calculation (ωB97M-V/def2-TZVPD) on a cluster of 2 separate species, C7H9N2OS2 in total at a distorted geometry.

```
21
Properties=species:S:1:pos:R:3
C -3.269 -0.328 -0.954
C -1.985 -0.607 -1.534
C -3.031 0.184 0.299
C -1.046 -0.121 -0.709
C 2.647 -0.125 0.101
C 0.365 0.299 -0.812
C 1.012 -0.013 1.836
N 0.691 1.470 -0.054
N 1.260 0.263 0.365
O -1.657 0.373 0.407
S 3.200 -1.642 0.127
S 3.535 1.266 -0.453
H -4.197 -0.734 -1.392
H -1.819 -1.077 -2.474
H -3.714 0.432 1.009
H 1.165 -0.348 -1.967
H 1.053 -0.991 2.087
H 1.748 0.588 2.408
H 0.063 0.392 2.181
H 1.232 2.180 -0.562
H 4.779 0.754 -0.315
```

Results
- E_HOMO: -12.7306 eV
- LUMO: -4.8 eV
- Relative energy (zero: lowest compared OMol25 entry of this formula, charge and spin): 456.1 kJ/mol
- Orbital gap: 7.886 eV
- F_max: 5.32 eV/A
- Charge: +1


Record 8
ORCA calculation (ωB97M-V/def2-TZVPD) on the molecule C7H9N2P at a distorted geometry.

```
19
Properties=species:S:1:pos:R:3
C -2.003 0.298 0.350
C -0.936 1.122 0.471
N 0.353 0.687 0.191
C 1.312 1.619 -0.040
C 2.625 1.202 -0.310
N 3.153 -0.009 0.025
P 2.216 -1.215 0.300
C 0.562 -0.651 -0.387
C -0.539 -1.637 0.035
C -1.944 -1.098 -0.151
H -2.987 0.688 0.766
H -1.074 2.133 0.961
H 1.193 2.646 -0.114
H 3.383 2.001 -0.441
H 0.856 -0.487 -1.476
H -0.360 -2.023 1.024
H -0.603 -2.514 -0.626
H -2.736 -1.500 0.491
H -2.472 -1.261 -1.069
```

Results
- E_HOMO (spin up / spin down): -7.5044 / -7.5042 eV
- LUMO (spin up / spin down): -0.2 / -0.2 eV
- SMILES: C1=CN2C=CN=P[C@H]2CC1
- Relative energy (zero: lowest compared OMol25 entry of this formula, charge and spin): 195.7 kJ/mol
- Orbital gap (spin up / spin down): 7.318 / 7.317 eV
- F_max: 4.83 eV/A


Record 9
ORCA calculation (ωB97M-V/def2-TZVPD) on a structure of composition C7H9N3 at a distorted geometry.

```
19
Properties=species:S:1:pos:R:3
C -3.473 0.503 -0.214
C -2.506 1.503 0.116
C -1.494 -0.250 -0.120
C -0.432 -1.156 -0.715
C 0.810 -0.372 -0.750
C -0.777 -1.479 0.649
C 2.668 0.688 0.008
N -2.841 -0.593 -0.409
N -1.320 1.040 0.171
N 1.515 -0.077 0.274
H -4.566 0.387 -0.410
H -2.575 2.549 0.343
H -0.778 -1.825 -1.583
H 1.174 -0.147 -1.764
H -0.303 -1.146 1.542
H -1.443 -2.282 0.806
H 2.475 1.675 0.343
H 3.545 0.289 0.501
H 2.920 0.796 -1.019
```

Results
- E_HOMO: -9.6117 eV
- LUMO: 0.4 eV
- Relative energy (zero: lowest compared OMol25 entry of this formula, charge and spin): 313.2 kJ/mol
- Orbital gap: 10.028 eV
- F_max: 4.60 eV/A


Record 10
ORCA calculation (ωB97M-V/def2-TZVPD) on the molecule C7H9N3O at a distorted geometry.

```
20
Properties=species:S:1:pos:R:3
C 1.920 -0.587 0.302
C -2.213 1.031 0.846
C -0.743 0.826 1.202
C -1.370 0.171 -0.936
C -0.308 2.276 1.704
C 1.466 -2.572 -2.084
C 0.711 -0.827 -0.443
N 2.728 -0.374 1.115
N -2.432 0.731 -0.380
N -0.324 0.001 -0.153
O 0.526 -1.625 -1.570
H -2.746 1.776 1.436
H -0.572 0.162 1.954
H -1.433 -0.306 -1.873
H 0.760 2.308 2.092
H -1.168 2.500 2.322
H -0.211 3.145 0.970
H 1.249 -3.628 -1.769
H 2.496 -2.447 -1.510
H 1.665 -2.563 -3.226
```

Results
- E_HOMO (spin up / spin down): -7.1273 / -6.9550 eV
- LUMO (spin up / spin down): 0.0 / -0.1 eV
- Relative energy (zero: lowest compared OMol25 entry of this formula, charge and spin): 490.8 kJ/mol
- Orbital gap (spin up / spin down): 7.157 / 6.861 eV
- F_max: 3.60 eV/A


Q: Which of these has the lowest relative energy (zero: lowest compared OMol25 entry of this formula, charge and spin)?
A: C7H9N2OP


Repeat the second record exactly.
ORCA calculation (ωB97M-V/def2-TZVPD) on the molecule C7H9N at a distorted geometry.

```
17
Properties=species:S:1:pos:R:3
C -2.631 0.303 -0.337
C -1.673 -0.518 -1.006
N -0.541 -0.993 0.049
C -0.112 0.457 0.167
C -1.306 1.028 -0.487
C 2.311 -1.025 1.221
C 2.245 0.083 0.121
C 1.129 0.964 0.103
H -3.403 0.900 -0.340
H -1.319 -0.697 -2.006
H -1.104 -1.180 0.875
H -1.301 1.945 -1.117
H 1.751 -1.853 0.797
H 3.314 -1.429 1.466
H 1.755 -0.624 2.025
H 3.033 0.093 -0.611
H 1.286 2.037 -0.126
```

Results
- E_HOMO: -6.1751 eV
- LUMO: -0.9 eV
- Relative energy (zero: lowest compared OMol25 entry of this formula, charge and spin): 821.3 kJ/mol
- Orbital gap: 5.251 eV
- F_max: 6.70 eV/A


Q: The highest relative energy (zero: lowest compared OMol25 entry of this formula, charge and spin) belongs to which entry?
A: number 2


Q: F_max of number 8 (C7H9N2P)?
A: 4.83 eV/A